No. 1
This record from the OMol25 dataset describes a molecular structure, C31H65CaN10O6P2SSeSi in a non-equilibrium geometry. The level of theory is ωB97M-V/def2-TZVPD.

Its energy above the lowest of the compared OMol25 structures with the same formula, charge and spin is 0.0 kcal/mol. Its HOMO-LUMO gap is 7.907 eV. Its net charge is +1. The value obtained for the total energy is -6669.09419 hartree.

Atoms and positions in Å:
H1 4.1150 -0.9563 5.0061
O1 1.8386 0.2741 2.1419
C1 -2.7624 0.9376 2.2261
H2 1.3774 -2.6335 -1.2325
C2 -2.7077 -4.0723 4.8277
H3 -0.7853 4.7318 -0.5382
C3 5.2454 1.1662 3.8490
C4 -0.5261 3.6727 -0.5780
H4 5.4348 -1.6827 -3.1317
H5 -2.8761 -3.6901 0.8516
H6 2.2904 -4.1390 -1.0288
H7 -0.4439 -1.9888 -4.0306
H8 -1.9308 4.3955 -2.7613
O2 4.0064 -0.2482 0.8907
H9 6.3684 -1.3899 -1.6539
H10 6.1831 0.8045 3.4133
H11 -2.8725 2.7687 0.4811
H12 5.5922 1.8888 1.2864
H13 -0.3264 2.0318 -5.5266
O3 2.0377 -0.1424 -0.6966
H14 -0.8124 -1.6860 5.8348
C5 4.5714 0.6683 -2.2232
C6 -1.6266 2.8840 -1.2694
Ca1 0.1515 -0.0411 0.6024
C7 -3.4036 -0.7367 1.0536
H15 -1.3777 -1.5314 -5.4694
S1 -1.1218 -1.5202 -1.3285
C8 -1.8850 1.8786 2.8919
P1 3.3021 -0.8720 -0.4414
H16 -5.3830 0.4512 -4.8538
C9 1.0189 0.3564 -3.8430
H17 1.8528 0.1387 -4.5144
C10 4.0672 -0.9828 3.9171
H18 -3.2094 -4.2867 5.7538
N1 4.0942 0.3905 3.4115
C11 -0.3059 0.1021 -4.5518
H19 3.7275 1.3066 -1.9647
C12 4.0533 -3.1743 0.7880
H20 3.5268 -3.4173 1.7155
H21 -2.5303 2.8014 -3.2449
C13 -1.7283 3.3235 -2.7249
H22 2.5117 4.0292 1.2771
H23 4.6124 0.5937 -3.3114
Si1 -1.8210 0.2421 -2.1449
C14 -1.0823 3.3585 4.3109
H24 5.3215 1.0811 4.9333
H25 5.5016 1.1251 -1.8714
Se1 0.4100 -2.3457 2.9607
C15 -4.4715 -0.0966 -2.9705
H26 -5.6654 -0.6925 -1.2790
C16 -4.5389 -0.1016 1.4595
H27 4.7649 2.6250 -0.0882
H28 0.9183 3.2549 3.4182
H29 -4.8239 1.8251 -3.8879
C17 -1.9651 -4.0677 1.3070
P2 3.2592 0.6611 2.0315
H30 2.3876 2.8981 -0.0838
H31 -1.1183 -3.5111 0.9172
H32 4.3871 -4.1066 0.3260
H33 -3.0985 2.7020 4.4210
N2 -0.6225 2.0327 2.5627
N3 3.1709 -2.4644 -0.1290
H34 4.9142 -1.5671 3.5435
H35 -5.9581 0.9700 -1.8252
H36 -3.2542 -1.5742 -3.9836
H37 -4.0033 -2.1519 -2.4928
C18 -5.7588 -0.0508 -2.1568
H38 1.3740 -3.4579 0.3380
H39 0.4119 3.5693 -1.1269
H40 -0.3962 3.3118 0.4425
C19 1.9812 -3.2135 -0.5368
C20 5.3773 -1.6436 -2.0425
N4 -2.3024 -0.0874 1.5486
H41 -3.2125 4.1624 -0.5542
H42 -6.6051 -0.3955 -2.7528
H43 0.3813 -1.6731 -5.5723
H44 -5.5797 -0.2869 1.2634
H45 -1.3710 -3.0603 6.8243
C21 2.4092 2.9761 1.0078
C22 -2.9551 3.1016 -0.5541
C23 -0.8426 -2.7710 5.9196
H46 5.0942 -2.6286 -1.6809
H47 1.1054 -0.2699 -2.9556
N5 4.3808 -0.6584 -1.6536
N6 3.5212 2.2156 1.5667
O4 -3.4495 0.4233 -2.1064
H48 1.4679 2.6078 1.4055
H49 1.0861 1.4039 -3.5365
C24 -0.4229 0.9782 -5.7934
C25 4.8153 2.5951 1.0038
H50 5.1112 2.2162 3.6043
H51 -1.0702 4.0499 5.1342
O5 -1.3963 0.4881 -3.7064
H52 -3.2949 -1.5764 0.3917
C26 -1.1194 -3.2226 3.5018
N7 -4.1184 0.9663 2.2148
C27 -0.1137 2.9466 3.4462
C28 -4.1593 -1.5314 -3.3764
N8 -2.2122 2.6669 3.9482
H53 3.1340 -1.4699 3.6366
H54 -1.8509 -5.1251 1.0723
C29 -3.0093 -4.4147 3.5602
H55 -3.6480 0.8126 -4.7463
C30 -0.4448 -1.3686 -4.9265
H56 -3.8277 -4.9875 3.1626
H57 0.1791 -3.1434 5.9528
N9 -1.5378 -3.3392 4.7802
H58 -1.3945 0.8302 -6.2665
O6 -1.2518 1.4838 -1.1622
C31 -4.5876 0.8041 -4.1949
N10 -2.0244 -3.8870 2.7484
H59 -4.9848 -1.9443 -3.9586
H60 -3.7462 2.5357 -1.0437
H61 5.0990 3.5854 1.3643
H62 4.9299 -2.5752 1.0251
H63 -0.7951 3.1260 -3.2522
H64 0.3562 0.7274 -6.5152
H65 -4.7086 1.6976 2.5718


No. 2
This record from the OMol25 dataset describes 11 unconnected molecules or ions with the total composition C31H65F6N8O12P in a non-equilibrium geometry. The level of theory is ωB97M-V/def2-TZVPD.

Its HOMO-LUMO gap is 3.771 eV. The value obtained for the total energy is -3501.89992 hartree.

Atoms and positions in Å:
C1 1.4804 3.8368 -4.8358
H1 2.1778 1.1833 0.1997
N1 2.4415 -0.2962 4.5856
H2 -4.4177 1.6763 3.4220
H3 -0.0244 4.2441 3.0222
O1 -2.4900 3.5914 2.8907
C2 0.2329 3.8590 2.0371
H4 -1.7662 -6.4302 -1.9769
C3 3.7298 -0.0152 4.5057
H5 -3.5699 0.0304 1.0436
O2 -1.9272 2.3757 -4.8287
H6 -3.1984 -0.6957 -0.5702
H7 -4.7880 -0.1940 -0.1390
C4 -3.4557 4.2052 3.7007
C5 -0.5893 4.9727 -3.9212
H8 3.1067 3.1497 -3.6945
C6 -4.8386 3.8178 3.2406
H9 1.6024 -5.1695 -3.0711
C7 2.3718 -4.4717 -3.4012
H10 -1.5760 -2.8670 -1.1430
C8 -0.4558 -5.0800 3.1207
H11 3.9387 -0.2393 -0.2830
C9 -4.4912 2.4632 2.6712
C10 -1.4361 -2.0887 5.7732
H12 -4.9800 4.5024 2.4022
C11 -3.1382 2.6786 1.9857
H13 -3.2870 -1.0861 6.0851
H14 1.4244 6.0030 2.9466
H15 -2.2052 -6.4411 1.7989
C12 3.9555 1.8432 -0.6605
H16 -0.2932 -1.4190 4.2613
C13 -2.6081 -1.2914 5.2594
O3 0.2438 -7.3586 3.5222
H17 -0.0525 1.1918 -1.4449
O4 3.6875 -4.9805 -3.0297
H18 -2.7103 -5.3924 -0.9238
C14 1.5400 1.6551 -3.7174
H19 5.0902 0.2048 -1.5341
O5 4.4906 -0.3096 5.4234
N2 1.6731 5.8424 1.9830
C15 4.0546 -4.3700 -1.8833
H20 1.8617 4.8582 -4.8740
H21 -3.2320 -3.7045 1.3910
H22 -0.3442 5.9743 -4.2680
O6 5.1124 -4.5728 -1.3505
N3 -0.6040 2.5056 -4.6292
H23 2.0264 3.3795 -5.6627
H24 0.5210 -2.5061 5.2965
H25 0.4565 -0.2421 -4.8329
H26 -0.6685 -4.8663 4.1688
H27 -1.6011 -8.0537 2.0077
C16 -4.1474 -2.0396 0.7930
C17 4.1496 0.6067 3.2100
H28 1.8516 -0.1512 3.7802
N4 2.7017 1.8926 -0.2959
H29 -0.9579 -4.4466 2.3919
C18 -0.3385 4.2848 -6.4117
H30 2.2225 -4.0923 -0.7942
H31 1.2775 -2.6986 -2.4691
O7 4.4976 2.8735 -1.1034
P1 0.6655 -0.8720 1.1589
C19 4.6624 0.5193 -0.5819
H32 -1.5550 1.7433 -2.1446
C20 0.0086 1.5108 -3.6509
N5 -2.0943 -5.5139 -1.7113
O8 -1.1918 -4.8730 -3.5876
C21 -0.4699 1.8420 -2.2130
O9 -3.1779 5.1173 4.4244
H33 3.5494 0.2547 2.3722
H34 -3.2107 3.1551 1.0054
H35 5.2095 0.4581 3.0061
H36 1.7484 3.6332 -2.6909
H37 -0.3229 2.8810 -1.9189
H38 0.6111 -4.8543 3.1072
F1 2.0516 -1.5505 1.6896
H39 -1.3908 4.0954 -6.6313
C22 -0.5645 -6.6107 2.9789
H40 2.0845 1.0265 -3.0128
H41 -1.2211 -0.2061 -4.4979
F2 1.2623 0.6307 1.4489
H42 3.1748 -2.5598 -0.7047
F3 -0.8272 -0.2239 0.6765
C23 -0.0060 3.8981 -4.9377
C24 2.9357 -3.4387 -1.2980
H43 2.2762 -4.3608 -4.4799
F4 0.1725 -0.7869 2.7057
C25 2.0242 3.0819 -3.5901
C26 2.2865 -3.0739 -2.6409
H44 2.3851 6.4423 1.5965
H45 -1.6574 -2.4458 -2.8610
H46 0.7396 2.8954 2.0872
H47 -3.0994 -1.9121 4.5085
N6 -3.0839 -2.7392 1.1404
H48 0.2227 3.7003 -7.1397
H49 -2.1453 -2.3741 1.1733
H50 -2.5682 1.7725 1.7812
O10 -1.4377 -2.5919 6.8748
F5 -0.0338 -2.3219 1.0982
C27 1.1720 4.8091 1.3266
H51 -0.4492 4.6862 -2.8800
N7 -1.5283 -7.0671 2.2032
H52 5.5243 0.5923 0.0807
F6 1.2673 -0.9543 -0.3406
C28 -0.2574 0.0739 -4.0720
O11 1.3930 4.6517 0.1223
H53 -5.1802 2.1132 1.9010
C29 -3.8939 -0.6650 0.2688
H54 -0.2635 5.3385 -6.6785
C30 -2.0230 -3.1337 -2.1004
H55 -3.1092 -3.0808 -2.0155
H56 2.8423 -2.3592 -3.2486
H57 -2.3488 -0.3398 4.7943
C31 -1.7011 -4.5516 -2.5194
H58 4.0677 1.6947 3.1767
H59 2.4284 2.8664 -0.2437
H60 2.1205 -0.7799 5.4096
H61 -0.6350 3.7587 1.3890
H62 1.8381 1.3104 -4.7093
H63 -0.1066 -0.5791 -3.2123
O12 -5.2341 -2.5596 0.6054
H64 -5.6237 3.8663 3.9909
N8 -0.3586 -2.1266 4.9817
H65 -1.6815 4.9552 -3.9404